11
Properties=species:S:1:pos:R:3:forces:R:3:lowdin_charge:R:1 method="wB97M-V/def2-TZVPD" e_above_lowest_kj_mol=99.1 spin_multiplicity=1 total_energy_ev=-17100.494 homo_lumo_gap_ev=9.52
S -0.6951 3.0598 -4.0174 0.6490 0.6584 0.7568 0.652
O 2.1460 -3.8469 5.0097 0.2180 -0.5970 0.6556 0.038
O 0.8452 -2.5052 3.8945 -1.0520 -0.7448 -0.2726 0.087
C -2.4242 3.4505 -3.8169 -0.9642 1.9432 0.5638 -0.528
C 1.2168 -3.6291 4.0329 2.6574 0.8361 0.2115 -0.374
H 1.1839 -4.4784 3.3440 -0.9190 -0.0747 -0.1334 0.133
H -2.5476 3.6258 -2.7446 -0.2415 -0.8921 0.0709 0.017
H 2.6099 -4.7125 5.0464 -0.9047 0.5803 -0.4602 0.116
H -0.6213 2.1272 -4.9195 -0.4775 -0.7669 -0.8806 -0.199
H -3.2667 2.9257 -4.2546 0.4908 -0.9094 0.1208 0.038
H -2.6447 4.4804 -4.1252 0.5438 -0.0330 -0.6326 0.019

=====

11
Properties=species:S:1:pos:R:3:forces:R:3:lowdin_charge:R:1 method="wB97M-V/def2-TZVPD" e_above_lowest_kj_mol=69.1 spin_multiplicity=1 total_energy_ev=-71610.164 homo_lumo_gap_ev=9.43
Se -2.8111 0.5163 0.0228 0.3701 1.2240 0.7401 0.702
O 3.1114 2.0978 0.3096 0.2985 -0.3777 1.1576 -0.001
O -0.8622 -1.5485 0.0630 1.1903 -0.4659 0.9042 -0.129
C 1.9913 2.2975 -0.0301 -1.5143 0.8116 -1.7267 -0.174
C -2.0099 -1.1803 -0.5715 -2.1549 0.0458 -0.4834 -0.673
H -2.9588 -1.6622 -0.2798 1.0064 -1.3723 -0.3859 0.020
H 1.0033 2.2801 0.5573 1.4119 -0.2589 0.0224 0.093
H -0.8889 -1.5603 1.0523 -0.4860 0.1588 -1.4167 0.113
H 1.8316 2.5937 -1.1099 -0.2252 -0.1948 0.5469 0.081
H -2.9273 0.0701 1.4741 0.0239 0.1268 -1.1024 -0.137
H -1.9097 -1.2235 -1.7086 0.0794 0.3025 1.7440 0.105

=====

Going through the records in order, we get LUMO level values of 0.0218; 0.0159 Ha.